No. 1
Computed, not measured: an isolated molecule of C3H6OS2, with ωB97M-V/def2-TZVPD.

Calculated values
relative energy (zero: lowest compared OMol25 entry of this formula, charge and spin)	28.6	kcal per mole
lowest unoccupied orbital energy	0.8	eV
SMILES	C1OCSCS1
total charge	0
orbital gap	9.40	eV
E_HOMO	-8.64	eV

Geometry as XYZ:
```
12
Properties=species:S:1:pos:R:3:mulliken_charge:R:1
C -0.0199 -1.2477 -0.7829 -0.364
O -0.0365 -1.1594 0.6366 -0.371
C -0.8111 -0.0817 1.1979 -0.409
S -0.7895 1.4983 0.2885 -0.098
C 0.8518 1.3781 -0.4333 -0.543
S 0.8681 0.0413 -1.7047 -0.126
H -1.0183 -1.3281 -1.1239 0.366
H 0.5100 -2.2179 -0.9872 0.276
H -0.3285 0.0267 2.1689 0.283
H -1.8451 -0.4027 1.3051 0.331
H 1.5902 1.1916 0.3323 0.323
H 1.0287 2.3014 -0.8973 0.334
```

No. 2
Computed, not measured: a cluster of 2 separate species, C3H6OS2 in total, with ωB97M-V/def2-TZVPD.

Calculated values
2S+1	2
relative energy (zero: lowest compared OMol25 entry of this formula, charge and spin)	90.7	kcal per mole
lowest unoccupied orbital energy (alpha / beta)	-10.0 / -9.7	eV
total charge	+1
orbital gap (alpha / beta)	4.04 / 4.38	eV
E_HOMO (alpha / beta)	-13.99 / -14.05	eV

Geometry as XYZ:
```
12
Properties=species:S:1:pos:R:3:lowdin_spin:R:1
C 0.0223 -0.1257 0.7234 0.024
C 0.3084 1.1767 1.5008 -0.002
O 0.6024 1.2187 2.6442 -0.004
C -0.4759 0.2069 -0.7183 0.066
S -2.1323 -0.4845 -1.0608 0.812
S 1.4771 -1.8220 -1.8288 0.075
H 0.9269 -0.7158 0.7951 0.001
H -0.8971 -0.5092 1.1898 0.007
H 0.5271 2.0723 0.8568 0.000
H -0.8385 1.2058 -1.0123 0.020
H 0.3014 -0.1420 -1.4888 -0.005
H 0.1781 -2.0812 -1.6011 0.005
```

No. 3
Computed, not measured: an isolated molecule of C3H6OSe, with ωB97M-V/def2-TZVPD.

Calculated values
relative energy (zero: lowest compared OMol25 entry of this formula, charge and spin)	32.2	kcal per mole
lowest unoccupied orbital energy	-0.7	eV
SMILES	CC(=[Se])CO
total charge	0
orbital gap	7.90	eV
E_HOMO	-8.63	eV

Geometry as XYZ:
```
11
Properties=species:S:1:pos:R:3:mulliken_charge:R:1
C -0.5527 0.7560 0.4209 -1.021
C 0.6993 -0.1117 0.3212 -0.161
Se 2.3402 0.4121 -0.1425 0.009
C 0.3772 -1.5106 0.1390 -0.359
O 1.3130 -2.4756 0.3121 -0.423
H -0.2217 1.7719 0.4296 0.358
H -0.8304 0.5244 1.4797 0.299
H -1.2705 0.5300 -0.3852 0.296
H -0.5419 -1.8645 0.5409 0.394
H 0.1854 -1.4480 -0.9347 0.277
H 1.7143 -1.7826 0.9650 0.332
```

No. 4
Computed, not measured: an isolated molecule of C3H6OSe, with ωB97M-V/def2-TZVPD.

Calculated values
relative energy (zero: lowest compared OMol25 entry of this formula, charge and spin)	11.6	kcal per mole
lowest unoccupied orbital energy	0.8	eV
SMILES	C[C@@H]([SeH])C=O
total charge	0
orbital gap	9.61	eV
E_HOMO	-8.85	eV

Geometry as XYZ:
```
11
Properties=species:S:1:pos:R:3:mulliken_charge:R:1
C -0.3098 -0.1462 1.1783 -1.038
C 0.4659 0.4247 -0.0472 -0.088
Se 1.8477 -0.8874 -0.6478 -0.074
C -0.5855 0.6638 -1.1054 0.007
O -0.7369 -0.1005 -1.9729 -0.388
H 0.0327 0.1345 2.1384 0.302
H -0.2830 -1.2463 1.0375 0.274
H -1.3281 0.1488 0.9215 0.325
H 0.9113 1.4246 0.3519 0.332
H 1.0578 -2.1941 -0.7974 0.086
H -1.0721 1.7783 -1.0569 0.263
```

No. 5
Computed, not measured: a cluster of 2 separate species, C3H6OSi2 in total, with ωB97M-V/def2-TZVPD.

Calculated values
relative energy (zero: lowest compared OMol25 entry of this formula, charge and spin)	90.3	kcal per mole
lowest unoccupied orbital energy (alpha / beta)	-2.0 / -1.6	eV
total charge	0
orbital gap (alpha / beta)	4.72 / 5.63	eV
E_HOMO (alpha / beta)	-6.69 / -7.24	eV

Geometry as XYZ:
```
12
Properties=species:S:1:pos:R:3:mulliken_charge:R:1
C 2.0663 1.7828 0.1526 -0.879
C 1.8207 0.4174 0.0743 0.158
C 0.6713 1.2483 0.2164 0.690
O -0.5558 1.3751 0.3435 -0.566
Si -2.9161 0.5648 0.2626 0.529
Si 1.9905 -1.4595 -0.3124 0.371
H -3.0782 -0.0677 -1.1507 0.019
H -3.1002 1.9348 0.9211 0.019
H -3.1586 -0.3754 1.3595 -0.037
H 3.2365 -1.5360 -1.3594 -0.071
H 0.7864 -1.4964 -1.1529 -0.116
H 2.2371 -2.3882 0.6454 -0.119
```

No. 6
Computed, not measured: a structure of composition C3H6OSr, with ωB97M-V/def2-TZVPD.

Calculated values
2S+1	2
lowest unoccupied orbital energy (alpha / beta)	-4.8 / -4.9	eV
total charge	+1
orbital gap (alpha / beta)	6.42 / 6.75	eV
E_HOMO (alpha / beta)	-11.17 / -11.66	eV

Geometry as XYZ:
```
11
Properties=species:S:1:pos:R:3:lowdin_spin:R:1
C 1.0609 -1.1295 0.1350 0.164
C -0.2410 -1.4471 -0.5880 0.025
O -0.8964 -0.1309 -0.2699 0.144
C -1.5713 -0.1968 0.9573 0.569
Sr 1.1436 1.0072 -0.8283 0.022
H 0.1692 -1.0335 1.3783 -0.016
H -0.6926 -2.2268 0.0506 0.005
H -0.6712 -1.9152 -1.4864 0.007
H -1.9199 0.7782 1.3050 0.033
H -2.3518 -0.9634 0.9549 0.038
H 1.8445 -1.8640 -0.0793 0.009
```

No. 7
Computed, not measured: an isolated molecule of C3H6S, with ωB97M-V/def2-TZVPD.

Calculated values
relative energy (zero: lowest compared OMol25 entry of this formula, charge and spin)	25.1	kcal per mole
lowest unoccupied orbital energy	0.9	eV
SMILES	C=CCS
total charge	0
orbital gap	9.94	eV
E_HOMO	-9.04	eV

Geometry as XYZ:
```
10
Properties=species:S:1:pos:R:3:mulliken_charge:R:1
C 0.9588 1.0361 0.1144 -0.730
C 0.4334 0.0980 -0.6416 -0.121
C -0.6891 -0.7673 -0.3147 -0.483
S -1.6077 -0.1994 1.0721 -0.264
H 0.4064 1.6205 0.7049 0.422
H 1.9441 1.5606 -0.1433 0.211
H 0.8233 -0.3240 -1.6105 0.255
H -0.2532 -1.7225 0.0224 0.254
H -1.3138 -0.8360 -1.2537 0.321
H -0.7022 -0.4660 2.0500 0.136
```

No. 8
Computed, not measured: a cluster of 2 separate species, C3H6S3 in total, with ωB97M-V/def2-TZVPD.

Calculated values
relative energy (zero: lowest compared OMol25 entry of this formula, charge and spin)	89.6	kcal per mole
lowest unoccupied orbital energy	0.6	eV
total charge	0
orbital gap	8.84	eV
E_HOMO	-8.29	eV

Geometry as XYZ:
```
12
Properties=species:S:1:pos:R:3:mulliken_charge:R:1
C 1.3802 1.3253 -0.5097 -0.534
C 0.5583 1.0313 0.4552 -0.386
C -0.6081 -0.7554 0.1624 0.069
S -0.3731 -1.6262 1.6568 -0.156
S -2.2591 -0.0190 0.0624 -0.204
S -0.0171 -1.3813 -1.3326 -0.230
H 1.9607 2.1616 -0.4273 0.307
H 1.5237 0.7148 -1.4441 0.161
H 0.4351 1.1134 1.4703 0.515
H 0.6969 -2.3394 1.4777 0.130
H -2.0400 1.3071 0.5021 0.164
H -1.2575 -1.5322 -2.0732 0.164
```

No. 9
Computed, not measured: an isolated molecule of C3H6S3Si, with ωB97M-V/def2-TZVPD.

Calculated values
2S+1	3
relative energy (zero: lowest compared OMol25 entry of this formula, charge and spin)	18.2	kcal per mole
lowest unoccupied orbital energy (alpha / beta)	0.5 / -2.8	eV
total charge	0
orbital gap (alpha / beta)	7.23 / 5.20	eV
E_HOMO (alpha / beta)	-6.76 / -8.03	eV

Geometry as XYZ:
```
13
Properties=species:S:1:pos:R:3:lowdin_spin:R:1
C 0.8889 -0.2859 0.7832 0.069
C -0.8800 -0.9698 -0.7004 0.010
C -0.6125 -0.1090 0.4769 0.022
Si 0.7092 2.3220 -0.9553 1.301
S 1.2502 -2.0868 0.7139 0.022
S -0.3840 -2.7053 -0.3141 0.004
S -0.9651 1.7207 0.2616 0.312
H 1.3579 0.3832 -0.0701 0.073
H 1.2956 0.0267 1.8090 0.002
H -1.7308 -1.0226 -1.3095 0.000
H -0.0621 -0.5831 -1.4311 0.009
H -1.2915 -0.3549 1.3783 0.006
H 0.4240 3.6648 -0.6425 0.169
```